(1)
The molecule C5H10O2, computed with ωB97M-V with the def2-TZVPD basis set.

Positions of all 17 atoms, in Å:
C -1.560 0.269 0.525
H -1.659 0.040 1.586
H 0.966 -0.802 -1.549
C -0.841 -0.724 -0.354
H -2.554 2.139 0.692
O 0.874 1.019 -0.729
C 1.573 -0.923 0.491
H 1.213 -0.604 1.486
H 2.809 0.421 -0.035
H -0.901 -1.730 0.079
H -1.962 1.669 -1.001
H -1.345 -0.762 -1.325
O 2.893 -0.500 0.258
H 1.568 -2.020 0.471
H 0.327 1.465 -0.061
C -2.047 1.419 0.056
C 0.647 -0.376 -0.591

The calculation puts the molar mass at 102.13 g mol⁻¹. The value obtained for the frontier orbital gap is 10.837 eV. Its LUMO energy is 0.0352 Eh. The charge is 0.

---

(2)
C5H10O2 as an isolated structure, computed with ωB97M-V with the def2-TZVPD basis set.

Positions of all 17 atoms, in Å:
C -0.952 -0.161 2.077
H 2.136 -0.587 -0.165
H 0.356 0.494 -2.385
O 0.473 -1.495 -2.047
H 2.141 1.062 -0.841
H -0.708 -1.188 2.368
C -1.874 -0.020 0.855
H -1.253 0.413 2.957
O 0.147 0.472 1.400
C 0.879 -0.364 -1.904
H -2.733 0.641 0.955
C -0.635 0.581 0.210
H -2.171 -0.957 0.376
C 2.094 -0.003 -1.089
H -0.300 -0.124 -0.527
H 2.951 -0.263 -1.715
H -0.646 1.593 -0.209

The calculation puts the molar mass at 102.13 g mol⁻¹. The value obtained for the frontier orbital gap is 10.675 eV. Its LUMO energy is 0.0363 Eh. The charge is 0.

---

(3)
The molecule C5H10O2, computed with ωB97M-V with the def2-TZVPD basis set.

Positions of all 17 atoms, in Å:
O -1.348 0.174 -0.161
C -0.917 -0.351 0.951
H -2.136 -1.582 2.288
H 0.624 -0.868 -1.157
C -0.420 0.965 -0.941
O 1.589 1.480 0.870
H 2.145 -0.471 0.510
H -0.254 1.933 -0.464
H -1.316 -2.366 0.942
C -1.883 -1.467 1.233
H -2.776 -1.413 0.599
C 1.944 0.461 -0.035
H 0.859 1.097 1.390
H -0.959 1.099 -1.879
C 0.879 0.199 -1.137
H 2.881 0.777 -0.503
H 1.275 0.440 -2.128

The calculation puts the molar mass at 102.13 g mol⁻¹. The value obtained for the frontier orbital gap is 9.706 eV. Its LUMO energy is 0.0329 Eh. The charge is 0.

---

(4)
The molecule C5H10O2, computed with ωB97M-V with the def2-TZVPD basis set.

Positions of all 17 atoms, in Å:
H 0.877 -2.346 0.235
H -0.163 -0.339 -1.838
H -1.729 2.334 1.762
C -0.034 -0.669 -0.798
H 0.544 2.558 0.372
H 1.727 -1.875 -1.251
O -1.352 -0.847 -0.312
H -0.680 1.955 -0.722
H 0.180 -2.748 -1.347
O -1.023 0.500 2.079
H 1.638 0.664 -0.578
C 0.737 -1.987 -0.793
H 1.024 0.036 0.945
C -1.048 1.521 1.426
C 0.716 0.430 -0.031
C -0.123 1.700 0.195
H -1.292 -0.886 0.655

The calculation puts the molar mass at 102.13 g mol⁻¹. The value obtained for the frontier orbital gap is 11.086 eV. Its LUMO energy is 0.0370 Eh. The charge is 0.

---

(5)
The molecule C5H10O2, computed with ωB97M-V with the def2-TZVPD basis set.

Positions of all 17 atoms, in Å:
H 0.193 -1.490 -0.110
H -1.424 0.607 -1.432
H 1.156 1.228 -1.223
H -3.221 0.049 0.252
H 2.623 1.178 0.727
H 0.317 0.727 1.312
O -0.793 1.298 0.425
C 1.376 0.227 -0.850
C -1.183 0.273 -0.399
H 2.783 -0.588 0.607
O 1.036 0.009 1.460
C -2.332 -0.577 0.141
C 0.113 -0.447 -0.422
C 2.083 0.247 0.520
H -2.568 -1.414 -0.528
H 1.908 -0.359 -1.609
H -2.066 -0.967 1.129

The calculation puts the molar mass at 102.13 g mol⁻¹. The value obtained for the frontier orbital gap (spin up / spin down) is 8.127 / 8.124 eV. Its LUMO energy (spin up / spin down) is -0.0284 / -0.0285 Eh. The charge is 0.

---

(6)
C5H10O2 as an isolated structure, computed with ωB97M-V with the def2-TZVPD basis set.

Positions of all 17 atoms, in Å:
H -0.906 -0.727 -2.752
O -1.355 0.383 1.141
H -1.240 0.628 -0.189
H 1.639 -1.063 0.249
H 0.957 1.483 1.935
H -0.367 -1.311 1.767
H 1.628 -0.093 2.567
H -2.287 -0.823 -1.619
C 1.142 -0.114 0.416
O -0.886 0.621 -1.210
C 0.853 0.720 -0.678
C 0.982 0.398 1.840
C -1.207 -0.669 -1.701
H -0.692 -1.451 -1.126
C -0.297 -0.240 1.521
H 0.765 1.792 -0.512
H 1.272 0.463 -1.649

The calculation puts the molar mass at 102.13 g mol⁻¹. The value obtained for the frontier orbital gap is 9.056 eV. Its LUMO energy is 0.0369 Eh. The charge is 0.

---

(7)
A 3-piece molecular cluster, C5H10O2 overall, computed with ωB97M-V with the def2-TZVPD basis set.

Positions of all 17 atoms, in Å:
C 1.168 -0.986 -0.834
H -1.124 0.689 1.955
H 2.185 -0.848 -1.220
H 1.215 -1.447 0.161
H 1.072 1.852 0.053
H 0.029 2.128 2.289
H -1.601 -0.925 -1.472
C 0.253 1.463 -0.546
O 0.756 0.261 2.577
H -0.986 -1.688 1.206
C -0.121 1.031 2.272
H -0.703 -0.287 -2.883
C 0.250 0.204 -0.956
H -0.551 2.148 -0.803
H -0.477 -1.466 1.704
C -0.607 -0.654 -1.853
O 0.331 -1.736 -1.737

The calculation puts the molar mass at 102.13 g mol⁻¹. The value obtained for the frontier orbital gap is 10.181 eV. Its LUMO energy is 0.0264 Eh. The charge is 0.

---

(8)
The molecule C5H10O2, computed with ωB97M-V with the def2-TZVPD basis set.

Positions of all 17 atoms, in Å:
C 1.044 -0.798 1.444
O -0.646 0.631 0.230
H 0.443 -2.801 1.365
C -1.559 1.338 -0.576
H -1.724 2.349 -0.184
H 2.133 -2.583 0.901
C -1.277 1.357 -2.067
H -0.428 2.004 -2.298
H -2.159 1.748 -2.588
O 0.732 1.105 0.096
H -1.070 0.350 -2.443
C 1.452 -0.021 0.444
H 1.644 -2.520 2.623
H 0.246 -0.403 2.067
H 2.265 -0.252 -0.244
C 1.363 -2.247 1.602
H -2.459 0.744 -0.371

The calculation puts the molar mass at 102.13 g mol⁻¹. The value obtained for the frontier orbital gap is 9.840 eV. Its LUMO energy is 0.0413 Eh. The charge is 0.